{
  "formula": "C3H7NO2S",
  "method": "ωB97M-V with the def2-TZVPD basis set",
  "species": ["C", "C", "O", "C", "O", "N", "S", "H", "H", "H", "H", "H", "H", "H"],
  "coordinates": [[-0.71573, 1.87801, 0.53246], [-0.92093, 1.02685, -0.72964], [-0.72066, -0.39816, -0.55825], [0.53862, -0.78343, -0.35650], [1.42645, 0.04026, -0.41108], [0.68379, -2.10609, -0.02596], [2.11901, -2.88609, 0.21664], [-1.05162, 2.88191, 0.43822], [0.38346, 1.89031, 0.82814], [-1.30563, 1.48828, 1.31837], [-0.37524, 1.39215, -1.59640], [-1.97896, 1.12508, -1.13226], [-0.18914, -2.65352, -0.10256], [2.10657, -2.89557, 1.57882]],
  "atomic_forces_ev_per_a": [[2.1, -1.1, -0.5], [-1.6, 0.8, -0.9], [-1.1, -0.4, 0.1], [1.3, 2.0, 0.3], [0.5, -0.9, 0.0], [-2.5, -0.2, -0.6], [0.7, -0.3, 0.5], [-0.2, 0.9, -0.6], [-1.5, -0.1, -0.3], [-0.5, -0.7, 1.0], [0.7, -0.1, 0.3], [1.0, -0.4, 1.0], [0.9, 0.4, 0.1], [0.1, 0.1, -0.4]],
  "lowdin_charge": [-0.06, -0.21, 0.00, -0.66, 0.06, -0.39, 0.80, 0.06, 0.10, 0.06, 0.11, 0.14, 0.12, -0.12],
  "smiles": "CCOC(=O)NS",
  "multiplicity": 1,
  "total_energy_ev": -19644.6239,
  "relative_energy_kcal_mol": 22.6,
  "orbital_gap_ha": 0.386,
  "fmax_ev_per_a": 2.6,
  "homo_ev": -9.8
}